Entry i
Density functional theory data (ωB97M-V/def2-TZVPD) for a structure of composition C10H10N2O2.

Multiplicity: 1
Highest occupied orbital energy: -0.27743 hartree

Each line ends with the Mulliken charge.
Geometry (Å):
C  -3.179  -0.530  -0.128  -0.38
C  -2.816  0.768  -0.357  -0.59
C  -1.429  1.111  -0.458  -0.32
C  -0.550  0.183  0.170  -0.21
C  -0.812  -1.140  0.516  -0.43
C  -2.228  -1.460  0.323  -0.55
C  1.203  1.367  -0.507  0.78
C  1.863  1.327  0.814  -0.32
C  2.391  0.146  1.065  -0.38
C  1.905  -1.030  -0.851  0.09
H  -4.210  -0.837  -0.372  0.33
H  -3.753  1.534  -0.377  0.21
H  -1.105  2.086  -0.572  0.48
H  0.561  0.548  0.538  0.51
H  -0.147  -1.942  0.966  0.27
H  -2.490  -2.563  0.232  0.27
H  0.000  0.015  -1.706  0.54
H  1.791  2.126  1.624  0.27
H  2.864  0.117  1.970  0.53
H  3.528  -1.571  0.574  0.33
N  0.921  0.086  -1.091  -0.15
N  2.794  -0.848  0.214  -0.08
O  0.978  2.546  -1.035  -0.63
O  1.920  -2.040  -1.550  -0.57

---

Entry ii
Density functional theory data (ωB97M-V/def2-TZVPD) for a structure of composition C10H10N2O2.

Multiplicity: 1
Highest occupied orbital energy: -0.30366 hartree

Each line ends with the Mulliken charge.
Geometry (Å):
C  1.650  1.812  -0.449  0.45
C  0.706  2.924  -0.593  -0.49
C  -0.410  2.969  0.117  -0.28
C  0.003  0.722  0.976  0.22
C  -0.592  -0.726  -0.390  0.02
C  -1.675  -1.387  0.332  0.19
C  -1.884  -2.794  0.370  -0.76
C  -0.921  -3.575  -0.323  -0.21
C  0.072  -2.947  -1.069  -0.60
C  0.200  -1.597  -1.121  -0.13
H  1.766  0.118  0.732  0.29
H  0.911  3.638  -1.369  0.39
H  -1.085  3.839  0.070  0.33
H  -1.702  1.909  1.239  0.31
H  -0.394  0.347  -0.319  0.44
H  -2.427  -0.563  0.732  0.07
H  -2.924  -3.420  0.631  0.18
H  -1.065  -4.655  -0.530  0.31
H  0.863  -3.539  -1.574  0.31
H  0.924  -1.048  -1.830  0.24
N  1.254  0.926  0.561  -0.05
N  -0.789  1.766  0.700  0.01
O  2.713  1.702  -0.958  -0.57
O  -0.339  -0.186  1.746  -0.67

---

It turns out entry ii is the most stable, with the second structure 3.507 eV higher.

---

Entry i
Density functional theory data (ωB97M-V/def2-TZVPD) for a cluster of 2 separate species, CH8N3Si in total.

Multiplicity: 1
Total charge: +1
Highest occupied orbital energy: -0.47394 hartree

Each line ends with the Mulliken charge.
Geometry (Å):
C  -1.241  -0.599  -0.299  0.44
N  -1.033  -1.909  -0.288  -0.29
N  -2.252  0.227  -0.488  -0.28
N  1.255  1.585  0.576  -0.52
Si  2.813  1.174  0.616  0.40
H  -1.781  -2.504  -0.619  0.24
H  -0.149  -2.356  -0.198  0.26
H  -3.141  -0.135  -0.793  0.24
H  -2.098  1.211  -0.562  0.27
H  -0.373  0.051  0.233  0.12
H  3.924  1.704  1.377  -0.03
H  3.161  -0.197  -0.144  -0.06
H  0.966  2.513  0.435  0.21

---

Entry ii
Density functional theory data (ωB97M-V/def2-TZVPD) for a cluster of 2 separate species, CH8N3Si in total.

Multiplicity: 1
Total charge: +1
Highest occupied orbital energy: -0.48972 hartree

Each line ends with the Mulliken charge.
Geometry (Å):
C  -1.696  -0.269  -0.073  0.29
N  -0.751  0.627  -0.038  -0.28
N  1.687  -0.336  -0.177  -0.63
N  -2.970  -0.079  0.153  -0.34
Si  3.282  0.067  0.057  0.35
H  0.195  0.267  -0.414  0.41
H  -0.901  1.540  0.261  0.18
H  -1.456  -1.308  -0.555  0.24
H  -3.300  0.878  0.498  0.27
H  -3.559  -0.737  -0.334  0.27
H  3.993  0.009  1.389  -0.02
H  4.374  0.404  -0.962  0.01
H  1.100  -1.064  0.194  0.26

---

It turns out entry ii is the most stable, with the second structure 0.053 eV higher.

---

Entry i
Density functional theory data (ωB97M-V/def2-TZVPD) for a cluster of 2 separate species, C3H6Cl2OSi in total.

Multiplicity: 1
Highest occupied orbital energy (spin up / spin down): -0.38098 / -0.32582 hartree

Each line ends with the Mulliken charge.
Geometry (Å):
C  2.207  -0.957  1.178  -0.66
C  2.865  -0.734  0.070  -0.20
C  -2.979  1.558  -0.497  -0.73
O  0.384  0.555  -1.107  -0.05
Si  1.855  0.769  -0.932  0.61
Cl  3.219  1.159  -2.476  -0.26
Cl  2.295  2.304  0.291  -0.20
H  2.592  -1.414  2.137  0.23
H  1.430  -0.261  1.367  0.17
H  3.829  -1.130  -0.260  0.33
H  -4.054  1.184  -0.657  0.26
H  -2.379  2.029  -1.324  0.24
H  -2.464  1.560  0.491  0.24

---

Entry ii
Density functional theory data (ωB97M-V/def2-TZVPD) for an isolated molecule of C3H6Cl2OSi.

Multiplicity: 1
SMILES string: C=C[Si@@](C)(Cl)OCl
Highest occupied orbital energy: -0.38029 hartree

Each line ends with the Mulliken charge.
Geometry (Å):
C  0.333  -1.011  2.085  -0.49
C  0.837  -0.022  1.345  -0.36
Si  0.025  0.791  -0.173  0.68
C  -1.008  -0.586  -1.267  -0.98
Cl  -1.139  2.335  0.187  -0.25
O  1.366  1.345  -1.004  -0.25
Cl  1.537  2.193  -2.422  0.01
H  0.697  -1.711  2.789  0.32
H  -0.700  -1.294  1.640  0.10
H  1.688  0.521  1.590  0.38
H  -0.636  -0.445  -2.340  0.28
H  -0.840  -1.701  -0.922  0.27
H  -2.161  -0.414  -1.509  0.29

---

It turns out entry ii is the most stable, with the second structure 2.494 eV higher.

---

Entry i
Density functional theory data (ωB97M-V/def2-TZVPD) for an isolated molecule of C10H6N4.

Multiplicity: 1
Highest occupied orbital energy (spin up / spin down): -0.37508 / -0.36740 hartree

Each line ends with the Mulliken charge.
Geometry (Å):
C  0.028  2.533  0.092  0.35
C  2.123  0.303  0.635  0.00
C  1.589  -0.411  -1.604  0.12
C  0.376  -2.327  0.741  -0.14
C  -0.749  -0.077  1.241  -1.13
C  -1.157  -0.882  -0.707  -1.02
C  -0.516  1.498  -0.649  -0.68
C  -1.405  0.482  -0.036  0.30
C  1.219  -0.272  -0.264  0.00
C  0.028  -1.012  0.278  1.55
N  0.489  3.381  0.721  -0.45
N  2.850  0.773  1.391  -0.46
N  1.846  -0.501  -2.721  -0.50
N  0.637  -3.377  1.107  -0.47
H  -0.157  0.610  1.843  0.39
H  -1.444  -0.628  1.873  0.42
H  -1.940  -1.605  -0.491  0.42
H  -0.917  -0.891  -1.767  0.35
H  -0.461  1.576  -1.726  0.41
H  -2.439  0.826  0.044  0.52

---

Entry ii
Density functional theory data (ωB97M-V/def2-TZVPD) for a cluster of 2 separate species, C10H6N4 in total.

Multiplicity: 1
Highest occupied orbital energy (spin up / spin down): -0.33950 / -0.33941 hartree

Each line ends with the Mulliken charge.
Geometry (Å):
C  -1.724  3.937  -0.102  -0.24
C  -3.651  -1.084  0.130  0.11
C  3.299  -0.277  -0.042  -0.47
C  3.155  -1.638  0.506  -0.16
C  2.080  0.233  -0.456  -0.96
C  1.847  -1.905  0.409  -0.84
C  -2.069  0.644  -0.975  -0.67
C  -2.414  -0.656  -0.372  0.69
C  1.094  -0.788  -0.140  1.25
C  -0.303  -0.592  -0.322  0.15
N  -4.675  -1.506  0.563  -0.44
N  -1.315  -1.371  0.039  -0.52
N  -2.613  3.545  0.512  -0.12
N  -0.748  0.611  -0.876  0.17
H  4.321  0.146  0.100  0.34
H  3.900  -2.328  0.909  0.42
H  1.825  1.264  -0.710  0.26
H  1.510  -2.866  0.646  0.46
H  -3.362  3.201  1.197  0.35
H  -0.157  1.430  -1.017  0.23

---

It turns out entry i is the most stable, with the second structure 1.844 eV higher.

---

Entry i
Density functional theory data (ωB97M-V/def2-TZVPD) for a structure of composition C11H14.

Multiplicity: 1
Highest occupied orbital energy: -0.29598 hartree

Each line ends with the Mulliken charge.
Geometry (Å):
C  -1.744  -0.151  0.647  0.89
C  -0.727  -0.503  1.682  -1.38
C  1.231  -1.858  0.491  -0.36
C  1.280  -3.068  0.001  -1.07
C  -1.015  -0.928  -0.397  -0.69
C  -2.478  0.956  0.660  -0.61
C  1.701  -0.531  0.709  -0.45
C  0.167  -0.873  0.561  1.72
C  -3.106  1.597  -0.632  -0.99
C  1.795  1.749  -0.188  -1.02
C  2.460  0.392  -0.169  -0.40
H  0.362  -3.590  -0.154  0.26
H  2.246  -3.504  -0.123  0.33
H  -1.143  -2.008  -0.432  0.15
H  -1.017  -0.554  -1.499  0.23
H  -2.782  1.456  1.526  0.54
H  1.693  -0.197  1.763  0.44
H  -3.460  2.607  -0.409  0.34
H  -3.959  0.919  -0.971  0.25
H  -2.318  1.585  -1.328  0.27
H  2.419  2.617  -0.231  0.40
H  1.161  1.663  0.635  0.32
H  1.141  1.864  -1.143  0.17
H  3.540  0.512  0.137  0.30
H  2.551  -0.152  -1.134  0.36

---

Entry ii
Density functional theory data (ωB97M-V/def2-TZVPD) for an isolated molecule of C11H14.

Multiplicity: 1
SMILES string: CC[C@@H]1C=C=C=C2[C@H]1C2(C)C
Highest occupied orbital energy (spin up / spin down): -0.28889 / -0.28873 hartree

Each line ends with the Mulliken charge.
Geometry (Å):
C  -3.350  0.191  -0.156  -1.24
C  -1.929  -0.209  -0.744  -0.74
C  -0.761  0.213  0.025  0.98
C  -1.053  1.669  0.438  -0.26
C  -0.105  2.570  0.220  -0.82
C  1.089  2.113  -0.255  0.39
C  1.719  1.031  -0.606  -0.77
C  0.485  -0.168  -0.658  -1.17
C  1.888  -0.371  0.019  1.82
C  2.846  -1.317  -0.710  -1.62
C  1.755  -0.478  1.467  -1.40
H  -3.151  0.290  0.924  0.34
H  -4.113  -0.628  -0.218  0.32
H  -3.839  1.065  -0.549  0.32
H  -1.794  0.136  -1.770  0.40
H  -1.961  -1.314  -0.716  0.32
H  -0.729  -0.425  0.896  0.17
H  -1.871  1.938  1.127  0.23
H  0.373  -0.527  -1.641  0.54
H  2.484  -2.267  -0.648  0.45
H  3.823  -1.256  -0.140  0.37
H  3.113  -1.029  -1.720  0.36
H  1.274  0.547  1.712  0.29
H  2.675  -0.461  2.066  0.41
H  1.132  -1.312  1.636  0.32

---

It turns out entry ii is the most stable, with the second structure 0.112 eV higher.